[1]
DFT (wB97M-V/def2-TZVPD) results for a 5-piece molecular cluster, C26H55FN5O8 overall at a distorted geometry.

Structure (XYZ):
```
95
Properties=species:S:1:pos:R:3:forces:R:3
F -1.513855 1.428645 -2.719360 0.9 0.6 -0.1
O 1.115182 4.999509 1.375422 -0.2 0.4 0.4
O 3.010118 -1.478989 2.851062 0.8 -0.3 0.4
O -3.101355 -4.367873 -3.210481 -0.9 1.3 0.7
O -0.720591 -0.449559 -1.157357 -1.2 1.2 1.4
O -3.414347 -1.264241 0.920266 3.1 3.9 -3.3
O -2.498544 0.755427 1.367531 0.5 -0.7 -3.3
O 1.517548 -7.203415 -5.688358 -0.1 0.2 0.0
O 3.911684 1.029703 0.784154 0.4 0.0 -0.3
N 5.055552 0.777890 -1.187720 -0.5 0.0 0.2
N 4.863938 -1.564679 4.199744 -0.1 0.2 -0.4
N 0.561005 -5.120495 -5.764240 0.7 -0.5 -0.5
N -0.041850 6.089729 3.031820 -0.2 -0.3 -0.5
N -2.503017 0.974367 -1.893837 -3.0 -0.3 1.8
C -2.687027 -0.148009 0.481020 -3.0 -2.7 5.4
C 6.338419 1.067418 -0.578837 -0.3 0.0 0.2
C -6.348093 -0.078092 1.336601 0.8 0.1 -1.0
C 6.208316 -1.098165 4.463216 -0.3 -0.2 0.1
C 4.265004 -2.527670 5.103125 -0.2 0.1 -0.2
C -3.389698 2.006386 -1.350705 -0.4 2.8 -0.6
C 0.529853 -3.809775 -6.378933 -0.1 -0.1 0.2
C -5.675462 2.181087 0.066883 -1.2 -0.9 -0.6
C -1.325554 6.412905 3.618411 0.3 0.0 0.0
C 0.499400 0.223875 2.404737 0.6 -0.4 0.9
C 5.001892 0.483575 -2.604551 0.2 0.1 0.2
C 0.069673 5.308048 1.917804 0.2 0.0 0.0
C 0.698434 -0.473546 0.964824 -0.5 0.4 0.4
C 0.093090 0.354731 -0.276432 1.6 1.0 0.3
C -2.059772 -2.831413 -1.433252 -1.2 -0.6 -0.6
C -0.372688 -5.414452 -4.691950 0.1 -0.2 0.0
C 1.162441 6.611908 3.646174 0.1 -0.2 -0.3
C -2.143901 -0.158553 -1.020653 0.1 -2.9 -1.3
C -4.958217 1.562226 -1.242649 1.3 0.0 0.9
C 0.863171 1.787218 2.463060 0.3 0.1 1.0
C 4.141107 -1.125544 3.125509 0.0 0.0 0.0
C 3.934784 0.791026 -0.407653 0.1 0.0 -0.1
C -2.842483 -1.464812 -1.725227 0.9 0.1 -1.1
C -6.881611 1.144109 0.435424 0.7 -0.4 0.1
C 1.438562 -6.084014 -6.161201 -0.4 0.4 0.3
C -2.957268 -4.143933 -1.776878 1.2 0.0 1.2
H -3.963498 -4.141893 -1.232461 1.2 0.2 -0.8
H 7.134470 1.019532 -1.322832 -0.1 0.0 0.0
H -2.720322 -1.260281 -2.860951 -0.2 -0.2 1.6
H 2.099622 -5.754998 -6.979867 0.0 0.1 0.0
H 1.241288 -0.310774 3.136228 -1.5 0.9 -1.5
H 0.915113 7.214260 4.521198 -0.1 -0.1 -0.1
H 6.233184 -0.617393 5.445026 0.2 0.0 0.0
H -1.006435 -4.551494 -4.488071 0.1 -0.1 0.0
H 3.977314 0.286288 -2.923701 0.1 0.0 0.1
H 0.188353 -5.679686 -3.792656 -0.2 0.0 0.0
H -3.967474 -1.504998 -1.540553 1.7 0.0 0.2
H -7.140648 -0.545754 2.012734 1.1 0.8 -0.9
H -1.350628 6.043575 4.647052 -0.2 0.1 0.0
H -0.540044 0.049133 2.869079 1.4 0.3 -1.2
H 6.530923 0.339504 0.213619 0.1 0.1 0.0
H -0.025427 2.417173 2.851632 1.3 -1.0 -1.0
H -5.514346 1.932207 -2.173530 0.8 -0.9 1.3
H 1.287105 2.225915 1.501741 -0.7 -0.6 1.2
H -7.748978 1.651192 0.976148 1.1 -0.5 -1.0
H 4.004556 -3.429486 4.543452 -0.1 0.0 0.2
H -1.455581 7.498649 3.616036 -0.2 0.0 0.1
H 1.282051 -3.729209 -7.165844 0.0 -0.1 0.1
H 6.307326 2.066404 -0.136639 0.2 -0.1 0.1
H -5.967009 -0.888576 0.608810 -0.5 1.1 1.4
H 4.957989 -2.781092 5.906518 0.0 0.1 -0.1
H -2.376405 -5.050902 -1.370843 -0.9 1.2 -0.7
H -3.405034 2.868728 -2.126732 0.3 -1.4 1.1
H 4.686707 -0.397507 2.504756 0.0 0.0 0.0
H 6.890301 -1.952999 4.457040 0.2 0.1 0.1
H 0.727912 -3.053346 -5.615375 -0.1 0.1 -0.2
H -0.903178 4.964097 1.532002 -0.1 0.0 0.1
H -7.191395 0.689754 -0.582783 -0.1 0.9 1.7
H -2.139130 5.954193 3.054356 0.1 0.0 0.0
H 3.016066 0.558482 -0.967628 0.1 0.0 -0.1
H 5.616625 -0.397015 -2.809386 -0.1 0.0 -0.2
H 1.005557 0.699419 -0.902803 -1.5 -0.5 0.7
H -4.962476 2.317645 0.953511 -0.9 -0.2 -1.4
H -0.992892 -6.265631 -4.982271 0.0 0.1 0.2
H -4.939421 0.413545 -1.158962 -0.4 1.8 -0.2
H -5.410629 0.273624 1.903544 -1.5 -0.8 -0.6
H -6.191077 3.166560 -0.219462 1.0 -1.2 0.5
H 3.351507 -2.101983 5.525547 0.0 -0.2 0.0
H 1.686143 1.926211 3.266679 -1.2 -0.1 -1.3
H 6.527778 -0.380451 3.705788 -0.1 -0.1 0.0
H 1.817545 -0.621234 0.794055 -1.6 0.2 0.3
H 1.803370 5.777815 3.942494 0.1 0.2 0.0
H -1.178576 -2.876443 -2.168837 -1.0 0.0 1.4
H -0.423263 1.340782 0.037429 0.5 -1.8 -0.3
H 0.202462 -1.500695 0.993679 0.6 1.3 -0.1
H -0.460009 -3.642523 -6.811335 0.1 0.2 0.0
H -3.673627 -3.618758 -3.510728 0.7 -0.9 0.2
H 5.391832 1.339787 -3.161588 0.0 -0.1 -0.2
H -3.024671 2.522020 -0.379478 -0.6 -1.2 -1.2
H -1.754179 -2.908292 -0.338686 -0.3 0.2 -1.5
H 1.699417 7.224365 2.917339 0.1 0.0 0.2
```
Forces are in eV/Å.

Its total charge is -1. The value obtained for the calculated total energy is -54397.0436 eV. The value obtained for the HOMO energy is -4.439 eV. Its orbital gap is 6.615 eV.

[2]
DFT (wB97M-V/def2-TZVPD) results for a 9-piece molecular cluster, C26H56Br6N4O10 overall at a distorted geometry.

Structure (XYZ):
```
102
Properties=species:S:1:pos:R:3:forces:R:3
Br -3.816066 -6.832076 5.644880 -0.1 0.5 0.1
Br -0.364746 -7.326006 6.254460 -0.7 1.0 0.9
Br 0.619404 7.594074 -9.246080 -0.2 -1.1 0.1
Br 2.113674 3.131114 -8.903710 -0.6 0.9 0.4
Br 7.350324 5.909844 2.950620 0.4 -0.1 -0.9
Br 10.578044 5.688914 2.339250 0.6 -0.1 0.1
O 3.375834 10.172594 -3.425290 -1.1 3.4 0.4
O -1.174306 3.122794 6.724930 0.9 -0.1 -1.7
O -1.589286 -1.700736 -2.695680 1.9 0.0 4.5
O -1.864096 -2.238776 -0.469380 1.4 0.2 -0.2
O -10.340526 -5.249086 -0.233320 -0.5 1.2 0.6
O -0.815576 1.232524 5.328040 -0.1 1.9 0.6
O -0.290906 -0.793356 -0.945530 -0.8 -2.0 0.4
O 7.032504 -2.295156 0.403540 -1.3 -1.4 2.4
O -0.714406 -13.067856 -3.038500 0.7 0.7 0.9
O -2.619136 2.556874 5.211280 -1.1 1.3 -1.3
N 3.939114 12.386964 -3.022890 0.9 -0.9 -0.7
N -1.028876 -11.254656 -1.758250 0.0 3.5 2.8
N -11.163566 -4.930216 -2.278100 0.1 1.4 0.7
N 6.476064 -2.360236 2.656710 -1.1 0.5 0.2
C -0.276486 -12.127026 -2.362510 0.5 -2.3 -2.9
C -3.043946 -2.970186 -0.702960 -0.8 -1.2 1.3
C -10.445286 -6.024456 -2.902940 -0.6 -1.0 -1.0
C 6.361664 -2.728856 1.374290 0.5 1.4 -2.5
C 1.674084 5.048034 -8.502260 1.3 0.2 -0.6
C -3.214816 1.829304 4.079530 0.7 -0.4 -0.3
C 0.159914 3.114074 7.387230 -0.8 -2.2 -1.4
C -0.347626 -10.316506 -0.740720 -1.1 -1.4 -0.8
C -11.800746 -4.002396 -3.189020 -0.5 0.3 0.3
C -1.219746 -1.643926 -1.480720 -2.2 1.8 -3.7
C 5.320684 12.055014 -2.639850 -0.4 1.0 2.3
C 5.350304 -2.605186 3.587680 1.6 -0.9 0.9
C -11.024086 -4.541596 -0.956860 1.3 -2.6 -1.1
C -1.437846 2.233344 5.657800 1.2 -1.1 1.8
C 1.418634 0.918384 -1.008940 -0.6 0.0 0.2
C -2.411826 -11.510946 -1.467550 -0.7 -0.5 -0.7
C 7.435324 -1.372666 3.031270 0.8 1.1 -0.1
C 3.080134 11.398924 -3.345120 1.1 -2.4 -0.6
C -3.963836 2.679394 3.074180 -0.9 1.4 1.0
C 3.597384 13.786674 -3.222480 0.7 -0.1 0.0
C 8.082784 5.840854 1.045930 -0.3 0.4 0.7
C 0.530924 5.580774 -9.307110 -0.7 0.1 -0.2
C 9.463284 6.507064 0.975540 -0.5 0.1 1.4
C 0.047814 0.443634 -1.526090 1.6 0.9 -0.8
C -1.563086 -5.917846 7.113930 1.1 -0.2 -0.9
C -2.551156 -5.418996 6.116950 -0.4 -0.1 -0.1
H 0.059064 2.195874 7.965890 0.5 0.7 1.1
H 2.652004 13.870314 -3.758540 0.1 0.1 0.2
H -2.825376 -12.199776 -2.204170 0.3 -0.1 0.0
H 2.553624 5.561694 -8.890400 0.1 -0.2 0.3
H 0.797694 -11.885736 -2.351520 0.0 -0.1 0.2
H -3.084416 -3.611026 -1.583750 0.0 1.0 -0.4
H -4.479486 3.414614 3.691990 -0.3 0.3 -0.2
H 4.394364 14.247874 -3.805760 -0.1 0.0 -0.4
H -3.016786 -4.562836 6.605080 -0.7 -0.2 -0.1
H 1.618084 5.241654 -7.431050 -0.2 -0.4 -0.1
H 2.215464 0.360664 -1.500990 0.1 -0.1 0.5
H -3.930486 1.192604 4.599650 0.2 -0.5 -0.5
H -0.672346 1.216864 -1.258510 -0.4 -0.3 -0.3
H -3.901766 -2.367326 -0.404960 -0.1 0.5 -1.3
H -2.137956 -5.037156 5.183380 0.2 -0.3 0.2
H 10.127384 6.478714 0.111670 -0.9 -0.3 -0.4
H -2.023206 -6.294566 8.027430 0.2 -0.3 -0.3
H -12.470736 -3.354916 -2.623350 0.0 0.0 0.1
H 4.480884 -3.111656 3.168510 0.4 0.1 -0.3
H -0.441526 5.253844 -8.938940 0.0 0.3 0.1
H -9.643896 -5.763566 -3.594160 0.0 0.8 0.0
H -11.586126 -3.640626 -0.666030 0.1 -0.1 0.0
H 7.004344 -0.371646 3.048910 -0.3 0.1 0.2
H 0.974444 2.838084 6.717550 -0.3 0.2 -0.6
H -11.104946 -3.321186 -3.678800 0.2 -0.2 -0.3
H 3.593624 14.361064 -2.296100 -0.3 -0.2 0.2
H -12.439836 -4.518896 -3.905190 0.2 -0.1 -0.2
H -11.214996 -6.497366 -3.512860 0.1 -0.2 -0.4
H -2.433406 1.330544 3.506170 0.0 -0.6 0.8
H 8.216474 -1.280086 2.276730 -0.1 -0.5 0.0
H 0.455814 4.064394 7.831550 -0.9 -0.2 0.3
H 2.110524 11.868004 -3.573170 -0.3 -0.7 -0.1
H 1.426334 0.918834 0.081030 0.4 -0.5 0.0
H 7.905514 -1.547956 3.998890 -0.2 -0.3 0.0
H -10.030526 -6.876676 -2.364610 -0.3 0.7 1.1
H 0.592314 5.312644 -10.361830 0.2 0.1 0.2
H 5.517774 11.029534 -2.327370 -0.5 -0.1 -0.9
H 9.301734 7.535634 1.298120 0.3 0.0 -0.1
H 5.848624 -3.235936 4.323840 -0.7 -0.5 0.4
H 7.293654 6.464894 0.626450 0.4 -0.3 -0.6
H 6.167254 12.509344 -3.154640 -0.5 -0.2 -0.9
H -0.945776 -5.043806 7.321470 0.4 -0.4 0.3
H 0.616374 -9.949156 -1.092650 -0.1 -0.3 0.0
H 5.487384 -3.391326 1.279500 0.2 -0.2 -0.5
H 8.023524 4.788184 0.769400 0.1 0.3 -0.1
H -3.018806 -10.610756 -1.564190 0.2 0.1 0.4
H -4.756196 2.140344 2.554870 0.2 -0.4 0.2
H -2.509356 -11.999796 -0.498210 -0.2 0.2 0.2
H 0.225784 0.346384 -2.597040 -0.9 0.0 -0.2
H -0.279666 -10.925526 0.160720 0.5 0.3 0.2
H 5.364414 12.555864 -1.672720 0.5 0.2 0.4
H 1.570604 1.971954 -1.243440 -0.2 0.0 -0.4
H -3.154016 -3.692246 0.106120 0.8 -0.3 0.3
H -0.980896 -9.465276 -0.490800 -0.1 -0.1 -0.4
H -3.457606 3.254604 2.298950 0.7 -0.3 0.3
H 5.019144 -1.770606 4.205660 0.1 0.6 -0.7
```
Forces are in eV/Å.

Its total charge is 0. As for the SMILES: CCOC(=O)OC.CCOC(=O)OC.CN(C)C=O.CN(C)C=O.CN(C)C=O.CN(C)C=O.BrCCBr.BrCCBr.BrCCBr. The value obtained for the calculated total energy is -474556.2556 eV. The value obtained for the HOMO energy is -9.329 eV. Its orbital gap is 9.475 eV.

[3]
DFT (wB97M-V/def2-TZVPD) results for a 5-piece molecular cluster, C26H56NO11PS5 overall at a distorted geometry.

Structure (XYZ):
```
100
Properties=species:S:1:pos:R:3:forces:R:3
S -4.182931 -1.403882 2.079150 -7.2 0.3 -2.8
S -4.578863 4.157676 2.875932 -0.2 -0.1 0.3
S 3.963711 -0.487577 -1.867423 -0.2 0.2 0.1
S 3.826400 4.266953 -3.740166 -0.2 0.1 0.1
S -1.494170 -0.777224 -1.990685 0.0 0.6 -0.4
P -0.280986 -4.488231 3.112654 0.8 0.7 0.6
O 2.852600 3.765293 -2.791218 0.5 0.1 0.0
O -2.956757 -0.755614 1.061883 -1.6 -1.8 2.3
O 3.666700 -0.437750 -3.285081 0.0 -0.4 0.1
O -4.856313 -2.692995 1.481166 3.8 3.9 2.2
O 4.129516 -1.736449 -1.154006 -0.1 0.1 -0.5
O -5.322826 -0.315263 2.121130 5.1 -3.1 0.3
O -0.885810 0.492576 -1.653578 -0.1 -0.6 0.3
O 5.193521 4.560943 -3.365085 -0.4 -0.2 0.2
O -5.573484 4.126881 3.929608 0.6 0.1 -0.1
O -1.703962 -1.821818 -1.008207 0.4 0.0 0.3
O -3.157790 4.176111 3.152244 -0.4 0.0 0.2
N -2.293092 -6.555679 3.374560 0.6 0.7 1.2
C 4.840723 1.752356 -0.742247 0.0 0.5 0.0
C 3.846937 3.206281 -5.177599 0.0 -0.5 -0.5
C -4.914603 2.844518 1.712079 -0.2 -0.5 -0.3
C 2.970590 -3.740236 3.219269 1.0 -0.6 -0.8
C 3.595953 1.289207 0.013161 0.1 0.0 0.3
C 3.502855 5.494216 -6.024448 0.1 0.1 -0.2
C -2.792885 -3.142348 3.998610 0.5 0.1 0.0
C -5.396437 3.522282 0.430463 -0.2 0.0 -0.2
C -3.034411 -0.460410 -2.829079 -0.5 0.1 -0.2
C 3.027985 -2.150583 2.824716 -0.5 -0.2 -0.7
C 1.833755 -1.463596 5.225538 -1.4 -0.3 0.4
C 2.768809 0.506285 -0.995607 -0.4 0.2 0.2
C -1.778186 -3.376490 2.697675 -1.5 0.5 0.0
C -2.647714 -0.351358 -4.296499 0.0 0.2 -0.2
C -4.956393 5.502805 1.769717 -0.1 0.5 -0.3
C 1.956197 -1.194733 3.613229 0.8 1.4 0.1
C -4.763802 4.912215 0.380883 0.1 0.0 -0.3
C 0.857611 -4.417088 1.574387 -0.3 -1.1 -1.2
C -0.791057 -6.332492 3.323817 0.0 -0.6 -1.0
C 3.234067 4.018829 -6.316995 -0.2 0.0 -0.3
C 2.457180 -4.586806 1.891464 0.5 0.4 -0.2
C -0.638024 -1.460829 -3.401840 0.4 -0.4 -0.4
C -1.649353 -1.480621 -4.546781 -0.1 -0.2 -0.3
C 5.374306 0.554004 -1.525388 0.6 0.3 0.0
C -3.582441 -1.698142 3.850679 1.8 -0.4 1.2
C 3.145987 5.695839 -4.559272 -0.2 0.5 -0.2
H 2.359513 -3.996323 4.183042 1.0 0.7 -2.0
H 0.885827 -1.187946 3.085599 2.3 -0.3 1.2
H 3.048523 -4.143696 0.953904 -1.3 -1.0 2.0
H -3.694359 4.823810 0.155237 -0.1 0.1 0.0
H -1.345803 -2.305009 2.446886 -0.6 -2.3 0.4
H -6.488695 3.619314 0.452679 0.1 0.0 0.0
H 4.085764 -4.109378 3.420864 -2.4 0.8 -0.4
H -5.137740 2.928204 -0.451605 -0.1 0.1 0.2
H 0.858400 -2.131442 5.385107 2.2 1.2 -0.2
H -0.367258 -6.892050 2.366403 -0.7 0.8 2.1
H 3.889346 0.637613 0.844898 -0.1 0.0 -0.1
H -2.633911 -6.318728 4.354638 0.4 -0.2 -2.0
H -1.151269 -1.373147 -5.515419 0.0 0.0 0.2
H 5.835321 0.861966 -2.467271 -0.1 -0.2 0.1
H 2.917110 6.150463 -6.674734 0.1 -0.1 0.1
H -5.676085 2.178480 2.125669 0.3 0.1 0.1
H 0.211880 -0.811677 -3.629735 -0.1 0.0 0.2
H 2.753578 -2.078067 1.665191 0.7 -0.1 2.4
H -0.284392 -2.466314 -3.160052 0.0 0.3 0.1
H 0.549441 -5.331280 0.880520 0.6 2.0 1.1
H 2.151668 3.845481 -6.353035 0.2 0.0 0.0
H -5.999398 5.789073 1.934751 0.1 -0.1 0.1
H 3.034084 2.132280 0.425665 0.1 -0.1 -0.1
H -4.464743 -1.653526 4.643781 1.5 0.2 -2.3
H -2.431051 -1.488594 0.619157 -0.7 0.6 0.2
H -2.451220 -3.749808 1.815486 1.2 0.8 1.4
H -2.179257 -2.440871 -4.554352 0.1 0.1 0.0
H 4.153860 -1.785887 2.893698 -2.5 -0.5 0.2
H -0.266594 -6.726313 4.321207 -1.3 0.8 -2.4
H 1.629073 -0.478196 5.866143 0.6 -2.0 -1.6
H 2.017821 -0.134517 -0.530449 0.1 -0.1 -0.2
H 4.886706 2.941828 -5.388825 -0.1 0.1 0.2
H 2.740622 -2.029146 5.707387 -1.7 1.1 -1.1
H 2.358443 -0.076957 3.493508 -0.9 -2.3 0.1
H 4.564503 5.715795 -6.186454 -0.1 0.0 0.0
H 6.087866 -0.025510 -0.933219 -0.2 -0.1 -0.1
H 4.567633 2.555435 -1.437532 0.0 -0.2 0.2
H -5.221510 5.539511 -0.389591 0.1 -0.1 0.1
H -2.167499 0.615762 -4.487580 -0.1 -0.1 0.0
H 5.601238 2.150681 -0.063386 -0.1 -0.1 -0.1
H 2.785846 -5.731133 1.935353 -1.0 2.4 0.2
H 3.647143 3.716282 -7.284327 -0.1 0.0 0.2
H -4.297620 6.349060 1.971844 -0.1 -0.2 0.2
H -3.691328 -1.318383 -2.657653 0.1 0.1 0.1
H 3.267521 2.302948 -4.970754 0.2 0.1 0.2
H -2.794161 -0.833096 4.078339 -1.9 -1.8 -0.6
H -3.493228 0.448838 -2.436983 0.1 -0.2 0.2
H -3.529949 -4.058297 4.126628 1.4 2.1 -0.4
H 2.061897 5.681119 -4.412371 0.2 0.0 0.1
H 3.570654 6.607299 -4.135148 0.0 -0.2 0.1
H -2.797007 -5.975875 2.659995 0.7 -0.7 1.2
H 2.296543 1.175076 -1.721368 0.1 -0.1 0.1
H 0.590547 -3.439491 0.989091 0.7 -1.7 1.1
H -3.521893 -0.429997 -4.949381 0.1 0.0 0.1
H -3.985614 2.291718 1.547574 -0.1 0.1 0.2
H -2.149901 -3.054437 4.998172 -1.3 -0.2 -2.2
```
Forces are in eV/Å.

Its total charge is 0. As for the SMILES: CCCCCCP(CN)CCCS(=O)(=O)O.O=S1(=O)CCCC1.O=S1(=O)CCCC1.O=S1(=O)CCCC1.O=S1(=O)CCCC1. The value obtained for the calculated total energy is -115340.1363 eV. The value obtained for the HOMO energy is -7.759 eV. Its orbital gap is 7.869 eV.